65
Properties=species:S:1:pos:R:3:forces:R:3 method="wB97M-V/def2-TZVPD" e_tot_ha=-1410.71727 gap_ev=9.154 lumo_ev=0.11 e_above_lowest_kj_mol=0.0 homo_energy_ha=-0.3324
O -2.73759 5.66123 -0.50581 -0.3 0.4 0.8
O 0.75164 -2.76251 3.14301 0.1 -0.2 -0.1
O -2.32952 -0.52840 3.20366 0.1 0.0 0.0
O -0.69113 -0.79742 0.79179 -0.4 -0.4 -0.1
O 3.48039 -0.04703 -0.22305 0.5 -0.7 0.2
O -3.23544 -0.88881 -0.17081 -0.6 -0.4 -0.2
O 0.50851 1.49877 1.90713 -0.1 0.1 -0.1
O -0.86740 -3.23725 -2.64101 0.2 1.2 0.0
O -0.14130 -4.01948 0.71817 0.7 -0.2 -0.3
N -1.81279 -1.16499 -2.65264 0.4 -0.4 0.2
N 1.82506 -5.09503 1.00237 0.3 -0.5 -0.8
N 1.42554 -3.95090 -0.95377 0.2 -0.9 0.8
N -0.40286 -1.83549 -4.36730 -0.7 0.7 1.4
N 4.06706 -1.47504 3.17007 -0.3 -0.3 -1.3
N -4.14511 2.65751 -2.09998 -0.1 -0.4 0.4
C -0.97637 -2.10433 -3.14275 0.0 -2.4 -1.1
C 2.53825 -0.22030 -1.25950 -0.2 1.0 0.5
C 0.94883 -4.39601 0.24185 -1.2 2.0 0.6
C -3.87397 3.58634 -0.99926 1.4 0.9 -0.1
C 3.30364 -0.91874 0.85820 -0.6 -1.0 0.4
C -3.08916 4.79368 -1.53018 -0.7 -0.7 -1.2
C -3.11985 2.93173 0.16354 -2.0 -0.9 1.3
C -2.34916 6.94738 -0.94145 0.5 0.0 -0.2
C 5.75170 -0.66601 1.50941 0.4 -1.2 -0.3
C 4.30870 -0.65709 1.93974 0.5 1.7 1.6
H -1.56209 -0.82807 2.68965 -0.1 0.1 0.2
H 1.66125 -5.20410 1.98117 -0.1 -0.2 0.0
H 5.89694 -0.08301 0.60165 0.0 0.3 0.2
H 0.01913 0.95528 1.26839 0.2 -0.1 0.3
H 6.08980 -1.68270 1.26931 -0.1 0.0 0.0
H -0.48413 -1.73513 0.62912 0.0 0.1 0.1
H -1.25692 6.99760 -0.99066 0.0 -0.1 -0.6
H 2.19197 -1.24262 -1.44567 0.6 -0.1 0.0
H -1.69166 -0.22456 -2.97520 -0.2 0.3 0.4
H 6.38647 -0.32956 2.32957 0.0 0.2 -0.1
H -2.11058 -1.37557 -1.70636 0.0 0.8 -0.2
H 3.05654 -1.41699 3.28756 0.1 -0.2 0.5
H 2.28723 -0.86091 1.27706 0.0 0.3 0.0
H -2.83398 7.14415 -1.89839 0.3 0.3 -0.1
H 0.11229 -2.56092 -4.82257 0.2 0.2 -0.1
H 2.61905 -5.50668 0.54959 0.2 -0.1 0.5
H -4.85072 3.96790 -0.69647 0.1 -0.1 0.4
H -3.28584 2.37870 -2.56891 0.1 0.2 0.1
H 0.41648 -3.29287 2.39386 -0.2 0.2 0.1
H -1.66510 -0.73366 0.68530 0.6 0.0 -0.1
H 2.32794 -4.32943 -1.16704 0.1 0.4 -0.8
H 0.85164 -3.43321 -1.60777 -0.3 -0.5 0.0
H -2.54419 2.03917 -0.08629 0.5 0.4 -0.4
H -2.65557 3.55494 0.92431 0.5 0.4 -0.6
H -0.42994 -0.86762 -4.61902 0.5 -0.1 -0.9
H -2.01957 0.26062 3.66071 0.0 0.0 -0.1
H -4.00913 -0.33884 -0.34309 0.1 0.0 0.2
H -3.55008 -1.79926 -0.28089 0.0 0.1 0.3
H 1.22458 -3.39313 3.69641 0.0 0.1 0.1
H 3.05126 0.24099 -2.10396 -0.6 -0.2 -0.4
H -2.23133 4.42305 -2.11425 0.3 0.1 0.3
H 4.18272 0.36784 2.32591 -0.4 0.2 -0.8
H 0.85419 0.85878 2.53723 0.0 0.0 -0.1
H 1.64239 0.34505 -0.96147 0.0 0.0 -0.4
H -3.92795 2.49859 0.78191 0.1 -0.2 -0.1
H 3.38001 -1.97944 0.56213 0.2 0.1 -0.3
H 4.49868 -0.96862 3.93246 -0.1 -0.1 0.1
H -3.73897 5.26297 -2.28427 0.0 0.3 0.1
H -2.59051 7.76430 -0.25880 -0.6 -0.5 0.4
H -4.44998 1.81516 -1.61368 -0.2 -0.1 -0.5

***

25
Properties=species:S:1:pos:R:3:forces:R:3 method="wB97M-V/def2-TZVPD" e_tot_ha=-1441.53021 gap_ev=5.938 lumo_ev=2.57 e_above_lowest_kj_mol=0.0 homo_energy_ha=-0.1237 total_charge=-1
I -4.38547 -3.22999 -0.54595 -0.7 -1.1 -1.4
Cl -1.37183 -2.26234 1.00787 0.2 0.4 -0.1
O 1.97201 -1.26323 1.35117 -0.3 -0.1 -0.4
O -3.74589 -1.32124 1.41093 0.7 0.7 1.2
O 1.82387 0.39354 -0.18569 0.2 -0.4 -0.2
N -0.26354 0.88808 2.38127 -0.1 0.2 0.0
N 0.70238 3.16403 -1.52645 -0.1 0.0 -0.4
C -2.62340 0.02371 -0.13428 0.7 0.5 0.0
C 3.98355 -0.23283 0.64310 -0.1 0.7 0.0
C 2.49293 -0.44807 0.64729 0.4 -0.3 0.7
C -0.76520 0.93130 1.35062 0.1 -0.2 -0.1
C -1.39422 0.97750 0.02591 -0.2 0.0 -0.2
C -2.74567 -1.15257 0.80538 -0.6 0.2 0.4
C 0.76104 -0.19792 -0.93373 -0.1 0.2 -0.6
C 0.23099 2.11750 -1.48560 0.0 0.1 0.9
C -0.37469 0.81792 -1.13341 0.4 -0.1 -0.2
H 1.16101 -0.40569 -1.93182 0.1 0.0 0.0
H 4.37114 -0.19573 -0.37411 0.0 -0.1 0.0
H -1.79586 1.98930 -0.05676 0.0 0.0 -0.1
H 4.19784 0.73522 1.10364 0.0 0.0 -0.1
H -2.67796 -0.29732 -1.17361 -0.1 -0.3 0.1
H 4.47182 -0.99544 1.23904 -0.1 -0.1 -0.1
H -3.51034 0.62147 0.05590 -0.1 -0.2 0.0
H -0.92485 0.48579 -2.01520 -0.1 -0.1 0.1
H 0.41035 -1.14301 -0.52549 -0.1 0.2 0.4